C5H5NOS in the gas phase in a non-equilibrium geometry. Source: OMol25; level of theory: the ωB97M-V functional and the def2-TZVPD basis.

Element x y z (Å)
C1 1.146 0.040 0.756
C2 -0.222 -0.002 0.083
C3 -0.445 -1.400 -0.584
C4 -0.323 1.006 -1.065
C5 -1.235 0.318 1.119
H1 1.972 -0.235 0.069
H2 1.356 1.069 1.035
H3 1.191 -0.582 1.680
H4 0.400 -1.623 -1.308
H5 -1.235 1.627 -1.105
N1 -1.984 0.787 1.876
O1 -1.357 -2.117 -0.302
S1 0.737 1.110 -2.253

F_max	2.0	eV/A
LUMO energy	-1.14	eV
ΔE to the lowest compared entry with this formula, charge and spin	184.1	kJ/mol
SMILES	C[C@](C#N)(C=O)C=S
total energy	-19637.0833	eV
charge	0

2 unconnected molecules or ions with the total composition C4H12OS2 in a non-equilibrium geometry. Source: OMol25; level of theory: the ωB97M-V functional and the def2-TZVPD basis.

Element x y z (Å)
S1 0.240 -2.485 1.207
S2 1.554 -2.961 2.621
C1 0.000 0.000 0.000
C2 2.914 -4.055 0.373
C3 1.052 -0.984 0.544
C4 2.714 -4.217 1.923
H1 -0.559 0.454 0.836
H2 -0.711 -0.543 -0.645
H3 0.466 0.807 -0.590
H4 3.675 -4.806 0.101
H5 3.222 -3.078 -0.036
H6 1.955 -4.343 -0.090
H7 1.747 -1.319 -0.250
H8 1.653 -0.479 1.325
H9 3.723 -4.120 2.369
H10 2.361 -5.249 2.112
O1 3.695 -8.091 -1.278
H11 4.065 -8.935 -1.623
H12 4.446 -7.457 -1.319

F_max	1.7	eV/A
LUMO energy	0.72	eV
ΔE to the lowest compared entry with this formula, charge and spin	39.1	kJ/mol
SMILES	CCSSCC.O
total energy	-28060.4607	eV
charge	0

12 unconnected molecules or ions with the total composition C12H48O12 in a non-equilibrium geometry. Source: OMol25; level of theory: the ωB97M-V functional and the def2-TZVPD basis.

Element x y z (Å)
C1 2.622 2.828 -2.931
O1 1.449 2.948 -2.184
H1 2.366 2.757 -3.979
H2 3.252 3.733 -2.808
H3 3.098 1.955 -2.592
H4 0.869 3.509 -2.681
C2 1.197 -3.148 -2.895
O2 2.603 -3.027 -2.678
H5 0.632 -2.307 -2.565
H6 1.108 -3.337 -4.003
H7 0.788 -4.051 -2.450
H8 2.879 -3.335 -1.801
C3 -5.430 2.353 -1.354
O3 -4.275 1.826 -0.773
H9 -5.437 3.432 -1.306
H10 -5.546 2.049 -2.396
H11 -6.209 1.911 -0.807
H12 -3.493 2.255 -1.148
C4 1.071 4.209 0.961
O4 0.714 2.941 0.425
H13 1.869 4.679 0.371
H14 0.253 4.923 0.901
H15 1.396 4.075 1.988
H16 0.988 3.055 -0.480
C5 3.987 -0.637 1.644
O5 4.445 -1.010 0.371
H17 4.058 0.443 1.764
H18 3.019 -1.033 1.913
H19 4.684 -1.141 2.279
H20 4.049 -0.403 -0.301
C6 1.776 0.051 -0.911
O6 2.978 -0.078 -1.642
H21 1.560 -0.710 -0.194
H22 1.734 0.982 -0.378
H23 0.950 0.225 -1.585
H24 2.932 -0.899 -2.138
C7 -2.543 -0.910 3.919
O7 -1.156 -1.113 4.098
H25 -3.011 -1.703 3.339
H26 -2.932 -0.862 4.980
H27 -2.890 0.023 3.480
H28 -0.642 -0.392 3.816
C8 -1.741 -0.108 0.335
O8 -1.115 -1.226 0.961
H29 -2.580 0.248 0.965
H30 -0.997 0.674 0.210
H31 -2.155 -0.381 -0.623
H32 -0.625 -0.808 1.651
C9 1.399 1.175 3.491
O9 0.602 0.768 2.437
H33 2.404 1.459 3.154
H34 0.905 2.059 3.999
H35 1.459 0.383 4.253
H36 0.575 1.504 1.838
C10 2.557 -3.849 0.719
O10 3.765 -3.751 -0.074
H37 2.051 -4.753 0.367
H38 2.862 -3.808 1.746
H39 1.924 -3.059 0.383
H40 4.056 -2.860 0.069
C11 -5.031 -2.740 0.666
O11 -3.745 -2.626 0.060
H41 -5.627 -3.297 -0.028
H42 -4.830 -3.444 1.479
H43 -5.424 -1.778 0.928
H44 -3.157 -2.089 0.589
C12 -1.785 0.679 -3.021
O12 -1.449 1.846 -2.258
H45 -2.500 0.069 -2.489
H46 -2.084 1.027 -4.009
H47 -0.879 0.024 -3.126
H48 -0.595 1.594 -1.938

F_max	2.5	eV/A
LUMO energy	0.25	eV
ΔE to the lowest compared entry with this formula, charge and spin	521.3	kJ/mol
SMILES	CO.CO.CO.CO.CO.CO.CO.CO.CO.CO.CO.CO
total energy	-37787.1090	eV
charge	0

C19H23N in the gas phase in a non-equilibrium geometry. Source: OMol25; level of theory: the ωB97M-V functional and the def2-TZVPD basis.

Element x y z (Å)
C1 -0.909 4.855 -2.109
C2 -1.559 -5.280 -0.425
C3 -0.776 5.347 -0.786
C4 -1.267 3.523 -2.338
C5 -1.282 -4.671 0.815
C6 -1.129 -4.689 -1.600
C7 -0.871 4.439 0.261
C8 -1.438 2.620 -1.295
C9 -0.622 -3.469 0.831
C10 -0.450 -3.480 -1.568
C11 -1.178 3.063 0.023
C12 -0.158 -2.854 -0.345
N1 0.023 -0.508 0.420
C13 -1.250 2.127 1.214
C14 2.917 -0.697 0.398
C15 1.985 -1.967 0.399
C16 0.119 1.616 1.621
C17 2.186 0.418 1.192
C18 0.674 -1.593 -0.329
C19 0.820 0.737 0.570
H1 -0.774 5.526 -2.942
H2 -2.052 -6.228 -0.393
H3 -0.513 6.383 -0.662
H4 -1.421 3.187 -3.374
H5 -1.596 -5.192 1.730
H6 -1.288 -5.171 -2.554
H7 -0.703 4.824 1.277
H8 -1.701 1.597 -1.498
H9 -0.466 -3.004 1.771
H10 -0.021 -3.039 -2.471
H11 -0.356 -0.853 1.306
H12 -1.687 2.584 2.083
H13 -1.931 1.272 0.991
H14 3.150 -0.345 -0.605
H15 3.839 -0.940 0.928
H16 2.479 -2.838 -0.054
H17 1.780 -2.268 1.425
H18 -0.011 1.047 2.543
H19 0.716 2.542 1.829
H20 2.771 1.314 1.202
H21 2.082 0.084 2.218
H22 0.927 -1.248 -1.333
H23 0.943 1.230 -0.366

F_max	3.3	eV/A
LUMO energy	0.91	eV
ΔE to the lowest compared entry with this formula, charge and spin	0.0	kJ/mol
SMILES	c1ccc(CC[C@H]2CCC[C@@H](c3ccccc3)N2)cc1
total energy	-21566.4149	eV
charge	0

C2H7N3OS in the gas phase in a non-equilibrium geometry. Source: OMol25; level of theory: the ωB97M-V functional and the def2-TZVPD basis.

Element x y z (Å)
C1 -0.892 -1.235 -0.851
C2 0.140 0.617 0.037
H1 -2.160 -1.189 -0.991
H2 -0.430 -1.786 -1.871
H3 -0.575 -1.809 0.227
H4 1.244 0.703 1.713
H5 0.270 -2.335 1.978
H6 1.445 1.865 0.065
H7 -0.905 2.208 -1.268
N1 -0.490 0.057 -0.938
N2 0.691 -0.098 1.216
N3 0.362 1.908 0.122
O1 -0.143 2.762 -0.750
S1 1.443 -1.669 1.310

F_max	6.6	eV/A
LUMO energy	0.38	eV
ΔE to the lowest compared entry with this formula, charge and spin	442.8	kJ/mol
SMILES	C/N=C(/NO)NS
total energy	-19535.2513	eV
charge	0

C6H8 in the gas phase. Source: OMol25; level of theory: the ωB97M-V functional and the def2-TZVPD basis.

Element x y z (Å)
C1 0.693 0.232 -1.720
C2 0.411 0.670 -0.286
C3 -1.021 0.353 0.251
C4 0.908 -0.293 0.764
C5 -0.331 -0.634 1.211
C6 -0.638 -1.527 2.278
H1 0.371 -0.806 -1.867
H2 1.760 0.295 -1.959
H3 0.145 0.860 -2.430
H4 0.725 1.709 -0.128
H5 -1.701 -0.082 -0.490
H6 -1.517 1.195 0.745
H7 1.904 -0.591 1.087
H8 -1.708 -1.380 2.544

F_max	0.5	eV/A
LUMO energy (spin up / spin down)	-0.87 / -0.86	eV
ΔE to the lowest compared entry with this formula, charge and spin	406.7	kJ/mol
total energy	-6346.5683	eV
charge	0

A gas-phase ion, C4H12N3 (charge +2) in a non-equilibrium geometry. Source: OMol25; level of theory: the ωB97M-V functional and the def2-TZVPD basis.

Element x y z (Å)
C1 -1.374 -1.393 -0.238
C2 -0.137 -0.825 -0.970
C3 0.702 0.087 -0.163
C4 1.484 1.085 -0.784
N1 2.337 1.887 -0.167
N2 0.320 0.091 1.208
N3 -2.088 -0.319 0.480
H1 -1.149 -2.135 0.545
H2 -1.935 -1.958 -0.965
H3 -0.392 -0.453 -1.941
H4 0.461 -1.733 -1.145
H5 1.654 1.017 -1.837
H6 2.280 2.052 0.837
H7 2.806 2.710 -0.553
H8 0.417 -0.804 1.674
H9 -0.877 0.194 1.090
H10 0.784 0.785 1.796
H11 -2.597 0.343 -0.093
H12 -2.695 -0.631 1.225

F_max	2.1	eV/A
spin multiplicity	2
LUMO energy (spin up / spin down)	-8.05 / -11.38	eV
ΔE to the lowest compared entry with this formula, charge and spin	94.3	kJ/mol
total energy	-8794.2243	eV
charge	+2
expectation value of S²	0.761

A molecular structure, C10H14N2PPd in a non-equilibrium geometry. Source: OMol25; level of theory: the ωB97M-V functional and the def2-TZVPD basis.

Element x y z (Å)
C1 -2.192 -1.822 -0.500
C2 -2.880 -1.159 -1.551
C3 -3.402 0.082 -1.055
C4 -2.984 0.242 0.285
C5 -2.182 -0.934 0.687
Pd1 0.036 -1.324 0.517
P1 1.048 -3.136 -0.408
H1 -1.781 -2.835 -0.506
H2 -2.986 -1.556 -2.557
H3 -4.013 0.782 -1.630
H4 -2.156 -1.272 1.732
H5 -3.225 1.055 0.976
H6 2.081 -2.715 -1.291
H7 0.210 -3.878 -1.302
H8 1.666 -4.206 0.327
N1 -0.472 2.140 0.071
C6 0.790 1.804 0.422
C7 1.766 2.825 0.607
C8 3.097 2.486 0.783
C9 3.462 1.138 0.712
C10 2.462 0.185 0.539
N2 1.162 0.508 0.521
H9 -1.201 1.443 -0.045
H10 -0.728 3.115 -0.020
H11 1.431 3.859 0.545
H12 3.858 3.257 0.932
H13 4.493 0.809 0.778
H14 2.640 -0.891 0.427

F_max	3.5	eV/A
spin multiplicity	5
LUMO energy (spin up / spin down)	-2.64 / -5.92	eV
ΔE to the lowest compared entry with this formula, charge and spin	0.0	kJ/mol
total energy	-26333.1800	eV
charge	+1
expectation value of S²	6.032

A molecular structure, C24H20Br2N5O2Pd in a non-equilibrium geometry. Source: OMol25; level of theory: the ωB97M-V functional and the def2-TZVPD basis.

Element x y z (Å)
Pd1 0.498 -0.142 -0.471
Br1 5.734 3.104 -1.144
C1 4.177 2.137 -1.432
C2 4.116 1.161 -2.429
C3 2.945 0.439 -2.594
N1 1.873 0.722 -1.846
C4 1.943 1.652 -0.931
C5 3.054 2.406 -0.644
C6 -1.048 1.534 -0.907
C7 -2.186 1.700 -0.138
C8 -3.379 1.376 -0.764
Br2 -4.976 1.585 0.179
C9 -3.375 0.899 -2.074
C10 -2.156 0.769 -2.728
N2 -0.999 1.121 -2.159
H1 4.980 0.960 -3.046
H2 2.862 -0.363 -3.312
H3 3.078 3.161 0.130
H4 -2.184 2.042 0.886
H5 -4.303 0.649 -2.569
H6 -2.120 0.400 -3.745
C11 -0.248 -3.259 4.248
C12 0.546 -3.450 3.119
C13 0.669 -2.452 2.174
C14 0.017 -1.237 2.408
C15 -0.770 -1.020 3.550
C16 -0.909 -2.051 4.455
N3 0.207 -0.172 1.511
N4 0.277 0.973 2.030
C17 0.348 2.102 1.230
C18 0.131 3.290 1.878
C19 -0.079 4.486 1.146
C20 -0.099 4.509 -0.248
C21 0.222 3.362 -0.941
C22 0.475 2.082 -0.248
H7 -0.345 -4.053 4.977
H8 1.086 -4.379 2.996
H9 1.316 -2.568 1.318
H10 -1.275 -0.076 3.697
H11 -1.525 -1.918 5.334
H12 0.053 3.290 2.958
H13 -0.263 5.403 1.694
H14 -0.300 5.421 -0.794
H15 0.334 3.361 -2.018
N5 -1.631 -4.650 -1.783
C23 -0.259 -4.156 -1.436
C24 -0.384 -2.671 -1.110
O1 -1.481 -2.134 -1.169
O2 0.730 -2.108 -0.797
H16 -1.955 -5.399 -1.169
H17 -1.693 -4.993 -2.744
H18 -2.260 -3.832 -1.677
H19 0.412 -4.313 -2.276
H20 0.122 -4.703 -0.576

F_max	1.3	eV/A
LUMO energy	-11.51	eV
ΔE to the lowest compared entry with this formula, charge and spin	361.0	kJ/mol
total energy	-180292.3440	eV
charge	+3

A molecular structure, C15H32InNO2P2 in a non-equilibrium geometry. Source: OMol25; level of theory: the ωB97M-V functional and the def2-TZVPD basis.

Element x y z (Å)
In1 -0.069 0.455 0.496
P1 -0.622 -2.142 0.206
C1 0.441 -2.676 -1.108
C2 0.676 -1.766 -2.167
N1 0.667 -0.411 -1.903
C3 0.807 0.450 -2.920
C4 0.867 0.040 -4.259
C5 0.861 -1.328 -4.532
C6 0.799 -2.236 -3.499
C7 0.932 1.940 -2.601
P2 1.397 2.177 -0.811
H1 0.822 -3.313 -3.631
H2 0.926 0.812 -5.023
H3 0.895 -1.675 -5.555
H4 1.678 2.434 -3.255
H5 -0.022 2.466 -2.799
H6 2.521 -2.302 -0.340
H7 0.651 -3.730 -1.299
H8 3.222 -0.822 1.163
O1 3.337 -2.175 0.150
H9 3.517 -3.020 0.592
H10 1.895 0.120 1.425
O2 2.945 -0.032 1.695
H11 2.995 -0.322 2.633
C8 3.204 1.869 -0.858
H12 3.658 2.600 -1.546
H13 3.648 1.993 0.145
H14 3.449 0.864 -1.245
C9 1.207 3.970 -0.485
H15 1.457 4.165 0.574
H16 1.886 4.557 -1.132
H17 0.163 4.275 -0.680
C10 -2.241 -2.374 -0.598
H18 -2.448 -3.439 -0.756
H19 -3.010 -1.932 0.038
H20 -2.256 -1.894 -1.583
C11 -0.519 -3.365 1.549
H21 -1.156 -2.980 2.357
H22 -0.893 -4.352 1.237
H23 0.509 -3.490 1.919
C12 -3.541 2.740 2.188
C13 -2.276 1.889 2.156
C14 -2.364 0.762 3.179
C15 -2.084 1.388 0.714
H24 -4.394 2.139 1.859
H25 -3.446 3.578 1.495
H26 -3.761 3.138 3.183
H27 -1.414 2.516 2.431
H28 -3.167 0.060 2.939
H29 -1.445 0.174 3.257
H30 -2.572 1.154 4.181
H31 -2.868 0.666 0.452
H32 -2.157 2.236 0.021

F_max	1.2	eV/A
LUMO energy (spin up / spin down)	-7.65 / -7.99	eV
ΔE to the lowest compared entry with this formula, charge and spin	147.2	kJ/mol
total energy	-45394.2086	eV
charge	+2

A molecular structure, C13H20N2O2S in a non-equilibrium geometry. Source: OMol25; level of theory: the ωB97M-V functional and the def2-TZVPD basis.

Element x y z (Å)
O1 2.406 0.267 1.309
C1 1.878 1.603 1.158
C2 1.279 1.874 -0.268
C3 0.159 0.874 -0.746
C4 -0.777 0.270 0.375
C5 -2.068 1.113 0.690
C6 -3.373 0.431 0.671
C7 -4.696 1.116 0.925
C8 -4.693 2.539 1.202
C9 -3.414 3.309 1.280
N1 -3.321 4.665 1.567
S1 -1.661 4.912 1.484
N2 -1.006 3.420 1.144
C10 -2.102 2.574 1.024
H1 2.016 -0.110 2.116
H2 2.714 2.340 1.341
H3 1.055 1.786 1.917
H4 2.144 1.761 -0.998
H5 0.992 2.966 -0.345
H6 -0.511 1.450 -1.458
H7 0.579 0.018 -1.356
H8 -0.272 0.010 1.342
H9 -1.167 -0.714 -0.036
H10 -3.397 -0.669 0.460
H11 -5.671 0.564 0.879
H12 -5.658 3.084 1.359
C11 1.097 -3.406 -1.682
C12 2.594 -3.463 -1.942
C13 3.340 -4.049 -0.753
O2 3.081 -2.148 -2.206
H13 0.876 -2.768 -0.820
H14 0.575 -2.973 -2.539
H15 0.690 -4.402 -1.493
H16 2.790 -4.065 -2.832
H17 3.194 -3.434 0.140
H18 4.414 -4.073 -0.949
H19 3.001 -5.065 -0.536
H20 2.913 -1.606 -1.424

F_max	4.2	eV/A
LUMO energy	-0.96	eV
ΔE to the lowest compared entry with this formula, charge and spin	222.1	kJ/mol
total energy	-31713.6170	eV
charge	0

A molecular structure, C16H22F3N5O2S in a non-equilibrium geometry. Source: OMol25; level of theory: the ωB97M-V functional and the def2-TZVPD basis.

Element x y z (Å)
O1 -4.966 -2.553 0.343
C1 -3.862 -1.917 0.023
N1 -3.903 -0.476 -0.238
C2 -5.190 0.060 -0.217
N2 -5.352 1.188 -0.550
N3 -6.679 1.690 -0.271
C3 -7.554 0.707 0.109
S1 -6.772 -0.728 0.012
C4 -8.981 1.108 -0.028
F1 -9.441 1.441 -1.097
F2 -9.273 2.224 0.996
F3 -9.699 0.076 0.337
H1 -3.167 -0.224 -0.552
C5 -2.612 -2.437 0.008
H2 -2.724 -3.531 0.295
H3 -2.444 -2.694 -0.957
C6 -1.505 -1.867 0.735
C7 -0.930 -0.767 -0.191
O2 -1.463 0.322 -0.784
N4 0.352 -0.827 -0.531
C8 1.305 -1.853 -0.296
H4 0.783 -2.531 0.562
C9 2.463 -1.027 0.627
N5 3.033 -0.122 -0.127
C10 2.119 0.997 -0.938
H5 2.680 1.594 -1.341
C11 1.018 -0.048 -1.486
H6 0.283 1.017 -1.819
H7 1.351 -0.387 -2.255
H8 1.701 1.297 0.243
C12 4.397 0.414 0.109
C13 4.373 1.305 1.184
H9 4.315 0.889 2.301
H10 3.565 1.912 1.160
C14 5.724 1.986 1.190
H11 5.650 3.334 1.187
H12 6.429 1.845 1.865
C15 6.392 1.572 0.144
H13 6.895 2.390 -0.638
H14 6.998 0.888 0.184
C16 5.309 0.905 -0.764
H15 5.405 0.355 -1.457
H16 4.573 1.748 -1.365
H17 4.884 -0.732 0.510
H18 3.106 -1.819 0.808
H19 2.195 -0.741 1.465
H20 1.871 -2.422 -1.052
H21 -0.687 -2.529 1.167
H22 -1.964 -1.032 1.388

F_max	18.9	eV/A
LUMO energy	0.17	eV
total energy	-47461.9726	eV
charge	0